Entry from the Open Molecules 2025 dataset: C42H57BMgN8O4P as an isolated structure (wB97M-V/def2-TZVPD).

The multiplicity is 1. Its HOMO energy is -10.322 eV. As for the relative energy (zero: lowest compared OMol25 entry of this formula, charge and spin): 0.368 eV. For the frontier orbital gap, the calculation gives 7.7200 eV. As for the net charge: +1.

Last column: Löwdin charge in e.
Atoms and positions in Å:
C1 -2.0375 0.2219 -3.2347  -0.178
C2 -1.0634 -3.8970 -0.8423  -0.066
H1 -2.9914 0.7965 5.0861  0.092
C3 3.7527 1.4918 0.9466  -0.213
H2 0.0839 1.8495 3.2159  0.095
B1 2.3084 1.8856 -2.3674  -0.502
H3 1.5460 -4.6275 2.0647  0.094
H4 -0.6473 1.2938 6.2108  0.095
O1 -0.3976 -0.6986 3.5733  -0.167
C4 2.3260 -0.1188 -4.0052  -0.253
H5 -2.9866 -0.2773 3.6724  0.065
H6 0.3533 -3.5822 -4.4063  0.106
H7 -1.0316 0.4162 -3.6110  0.124
H8 -0.0096 -2.5970 4.8323  0.071
H9 -3.9080 0.2976 -1.2672  0.117
C5 -2.6356 2.1545 0.1687  -0.058
C6 0.4662 -3.4434 4.3445  -0.024
P1 -0.6921 -1.1848 2.0851  0.291
H10 2.4110 4.7572 -3.4934  0.083
N1 -1.9706 -0.1540 -1.8439  -0.021
H11 0.8071 0.7217 5.3815  0.075
C7 -3.2440 -0.5717 -1.2963  -0.183
O2 0.1091 -0.3478 1.0863  -0.344
H12 -1.2090 4.9565 -2.7664  0.108
C8 -0.9466 1.6592 3.5211  -0.014
H13 2.6373 1.4774 -5.4029  0.079
H14 0.1448 -2.2096 -0.3508  0.086
H15 -3.2916 -2.5670 -2.1667  0.118
H16 -2.1500 -3.1515 3.6800  0.079
H17 2.4895 -1.3276 4.4039  0.087
C9 4.4199 2.3551 -0.9767  -0.247
C10 4.8229 2.1361 0.3212  0.042
N2 2.7467 1.3357 0.0875  0.080
C11 -1.6633 -3.9621 3.1407  -0.026
H18 5.0870 2.6051 2.9774  0.109
C12 -0.9722 3.1941 -1.4222  -0.212
H19 -1.8029 -4.8887 3.6985  0.097
H20 -3.1043 -0.9162 -0.2634  0.109
H21 1.9178 -2.1033 -4.8335  0.112
C13 -0.1715 -3.7100 2.9878  -0.602
H22 3.2637 -0.0980 -5.8997  0.088
H23 -4.9035 -1.9222 -1.7550  0.138
H24 -2.1501 -4.0536 2.1719  0.071
C14 1.4521 4.4317 -3.8934  -0.006
C15 3.0726 -0.4742 4.0870  -0.074
H25 -1.2923 2.4944 4.1291  0.099
C16 4.5337 1.7268 3.2771  -0.032
H26 2.3929 -0.6003 2.0577  0.098
C17 -3.9077 -1.6697 -2.1178  -0.078
C18 -2.6852 -0.8473 -4.1127  -0.086
C19 3.1302 0.5714 -5.0529  -0.004
C20 0.3275 -2.7270 -2.4290  -0.163
C21 -0.6279 4.1288 -2.4044  0.033
C22 -3.9035 2.1414 0.7334  -0.081
H27 -1.5681 1.5953 2.6396  0.056
H28 4.6711 3.8948 -2.4478  0.081
C23 0.6218 3.7699 -2.8478  -0.256
C24 3.7421 1.0470 2.3485  -0.154
C25 -2.4710 -0.0279 4.5996  -0.023
H29 -2.9337 4.9706 -1.6756  0.101
C26 -0.0339 -3.6649 -3.3998  -0.042
C27 5.1841 3.0087 -2.0766  -0.006
C28 1.8019 -1.3934 -4.0364  0.036
H30 5.7823 2.3724 0.7394  0.118
C29 -3.1942 4.1692 -0.9988  -0.030
H31 -0.2741 -0.4346 6.1680  0.087
C30 -0.8953 -4.7059 -3.0931  -0.077
H32 0.3495 -4.3216 4.9785  0.095
O3 -2.1354 -1.2841 1.7500  -0.271
H33 5.3383 2.3338 -2.9172  0.080
N3 1.0022 2.6817 -2.1598  0.033
C31 -2.2691 3.1611 -0.7188  -0.150
H34 -4.5423 -1.8318 -4.1223  0.183
H35 1.6504 3.7659 -4.7326  0.078
H36 2.9206 2.4125 -3.2362  0.109
N4 0.0355 2.3192 -1.2621  0.081
H37 4.1139 0.8520 -4.6801  0.084
Mg1 0.8286 0.6110 -0.3027  0.669
H38 -4.1790 1.3383 1.4027  0.111
H39 0.9229 5.3056 -4.2667  0.087
C32 -1.4301 -4.8162 -1.8151  -0.078
O4 0.0998 -2.5693 2.1218  -0.163
H40 -1.2711 -0.8698 -1.6946  0.069
N5 1.2540 -0.4428 -2.0823  0.077
H41 5.2164 1.8426 5.2981  0.106
C33 -4.4517 4.1648 -0.4227  -0.074
H42 0.5588 -5.7275 3.0340  0.092
C34 -1.0326 0.3729 4.3128  -0.614
H43 -2.6026 1.1590 -3.3204  0.131
C35 4.5972 1.3063 4.5932  -0.072
H44 3.9121 -0.1349 6.0293  0.107
H45 -4.5878 -0.2978 -3.5085  0.182
H46 -1.1516 -5.4309 -3.8543  0.107
C36 -0.2328 0.4931 5.5987  -0.017
H47 -5.1496 4.9589 -0.6511  0.107
C37 -4.8149 3.1442 0.4418  -0.079
H48 -2.1157 -5.6187 -1.5785  0.109
C38 0.5257 -4.8951 2.3327  -0.019
H49 -2.4997 -0.8927 5.2626  0.089
H50 -2.8231 -0.5215 -5.1436  0.135
C39 3.0040 -0.0549 2.7678  -0.014
H51 -5.7978 3.1365 0.8920  0.105
H52 -1.9429 1.3591 0.3968  0.080
H53 6.1577 3.3115 -1.6981  0.088
N6 -4.0375 -1.1648 -3.5339  0.058
H54 -1.4714 -3.9527 0.1552  0.087
H55 0.0097 -5.2293 1.4377  0.069
N7 3.1680 1.8726 -1.1009  0.030
H56 1.5295 -3.2381 4.2287  0.080
N8 1.9756 0.4388 -2.8358  0.041
H57 -2.1112 -1.7745 -4.0883  0.122
C40 -0.1677 -2.8817 -1.1378  -0.027
C41 1.1409 -1.5610 -2.8182  -0.223
C42 3.8680 0.1973 5.0016  -0.078